Entry 1:
DFT (the ωB97M-V functional and the def2-TZVPD basis) results for a molecular structure, C54H42BF4P3PdSi in a non-equilibrium geometry.

Structure (XYZ):
```
106
Properties=species:S:1:pos:R:3:forces:R:3:lowdin_charge:R:1
Pd 0.08886 -0.27906 -0.57291 1.6724 1.1883 3.4367 0.575
C 6.47349 -2.11549 0.27676 -0.0517 0.0132 0.0065 -0.034
C 5.61093 -1.78129 1.31138 0.0374 -0.0168 0.0057 -0.041
C 4.42799 -1.11829 1.03401 -0.0311 0.0042 -0.0128 -0.067
C 4.11920 -0.78494 -0.28466 -0.4851 -0.1689 0.6070 -0.348
C 4.97613 -1.13322 -1.33047 -0.0925 0.1638 -0.0493 -0.073
C 6.15961 -1.78610 -1.03671 0.0694 -0.0150 -0.0389 -0.041
P 2.58080 0.08741 -0.62677 -0.9490 -0.1104 -1.4231 1.133
C 2.06468 -0.46509 -2.28037 0.0257 0.1681 -0.0354 -0.392
C 1.66599 0.43206 -3.28686 0.0757 -0.0321 0.0775 -0.084
C 1.33844 -0.05254 -4.54027 -0.0899 -0.0508 -0.1021 -0.056
C 1.37484 -1.41993 -4.79283 0.0073 0.1075 0.0332 -0.046
C 1.71865 -2.31475 -3.78554 -0.0173 -0.0314 0.0456 -0.039
C 2.06111 -1.84729 -2.53123 0.0713 0.0231 -0.0057 -0.087
C 2.88531 1.87028 -0.75871 0.0002 0.0538 0.3125 -0.379
C 4.18757 2.35445 -0.84326 0.0196 -0.1183 -0.0237 -0.044
C 4.40612 3.71891 -0.97173 -0.0036 0.0560 -0.0160 -0.031
C 3.33570 4.60023 -0.98667 -0.0294 0.0448 0.0056 -0.034
C 2.03640 4.12148 -0.87700 -0.0517 -0.0264 -0.0529 -0.069
C 1.79734 2.75513 -0.76327 -0.3792 -0.4375 -0.0195 -0.289
Si 0.05026 2.08607 -0.56261 -0.7002 -0.2874 0.1868 0.692
C -1.21791 2.34996 -1.91846 0.4922 -0.0928 0.2075 -0.285
C -1.11925 3.32134 -2.91283 0.0000 0.0349 -0.0588 -0.073
C -2.13669 3.46773 -3.84515 0.0799 0.0694 0.0089 -0.042
C -3.24937 2.63791 -3.80189 -0.0842 -0.1002 0.0345 -0.032
C -3.35769 1.65972 -2.82264 0.0456 0.1291 -0.0729 -0.051
C -2.33534 1.50604 -1.89187 -0.2689 -0.1210 0.1807 -0.371
P -2.42356 0.19105 -0.62515 0.7437 -0.4080 -1.5106 1.097
C -2.16283 -1.37608 -1.50702 -0.4959 -0.0248 -0.4687 -0.404
C -1.66472 -1.40040 -2.81646 -0.3920 0.0177 0.1434 -0.092
C -1.62214 -2.60599 -3.50117 0.1233 -0.1297 -0.0148 -0.062
C -2.01958 -3.77914 -2.88122 0.0105 -0.0101 0.0123 -0.037
C -2.44310 -3.76641 -1.55620 0.1103 -0.0390 -0.0498 -0.042
C -2.51364 -2.57267 -0.86765 0.1951 0.1728 0.0228 -0.114
C -4.16275 0.17513 -0.12091 0.2547 0.2058 0.7653 -0.352
C -4.57513 1.27949 0.63240 0.0699 -0.0328 -0.0703 -0.097
C -5.89088 1.38393 1.04321 -0.0774 0.0231 0.0534 -0.055
C -6.79542 0.38019 0.71747 0.0433 -0.0421 -0.0254 -0.046
C -6.38408 -0.71431 -0.03117 -0.1125 -0.0075 0.0162 -0.046
C -5.06590 -0.83515 -0.44229 0.1301 0.1267 -0.1391 -0.063
C -0.69547 2.56822 1.09911 0.2514 -0.0736 -0.3986 -0.299
C -1.24443 3.83750 1.28169 0.0504 -0.0053 0.0105 -0.073
C -1.72686 4.21991 2.52441 -0.0049 0.0437 -0.0311 -0.040
C -1.65900 3.34109 3.59898 0.0005 -0.0167 -0.0195 -0.034
C -1.11814 2.07607 3.42964 0.0314 -0.0975 0.1099 -0.064
C -0.65649 1.68519 2.17438 0.1039 -0.0757 -0.1124 -0.378
P 0.08562 0.03340 1.97562 -0.9371 0.4021 -0.6371 1.162
C 1.48195 0.11068 3.11880 0.3091 -0.2323 -0.6209 -0.342
C 2.48555 1.03977 2.82879 -0.1552 0.0944 0.0829 -0.120
C 3.52543 1.23218 3.71792 -0.0127 0.0716 -0.0390 -0.052
C 3.57331 0.48962 4.89310 -0.0187 -0.0451 0.0140 -0.036
C 2.58177 -0.43815 5.17739 0.0745 0.0430 0.0582 -0.037
C 1.53433 -0.64094 4.29113 -0.1221 -0.0535 -0.0882 -0.051
C -1.07353 -1.21490 2.53071 0.3324 -0.1119 -0.3249 -0.358
C -2.42811 -0.92066 2.70379 -0.0086 0.1457 0.0774 -0.099
C -3.30020 -1.93104 3.06854 -0.0412 0.0589 -0.0052 -0.054
C -2.83422 -3.23247 3.22296 0.0614 -0.0185 -0.0249 -0.031
C -1.49339 -3.53142 3.01970 -0.0670 -0.0216 0.0313 -0.034
C -0.60964 -2.52686 2.66784 0.0490 0.0632 0.0815 -0.098
H 7.39115 -2.64605 0.49217 0.0111 0.0166 -0.0076 0.121
H 5.85656 -2.04916 2.32997 -0.0228 -0.0051 0.0010 0.118
H 3.73837 -0.86775 1.83020 0.0918 -0.1014 -0.0229 0.083
H 4.72468 -0.88008 -2.35257 0.0358 -0.0579 -0.0137 0.120
H 6.84000 -2.04587 -1.83653 -0.0224 -0.0094 -0.0076 0.120
H 1.66724 1.49922 -3.10406 0.0381 0.0062 -0.0304 0.098
H 1.06847 0.63717 -5.32942 -0.0084 0.0009 0.0148 0.119
H 1.13213 -1.78498 -5.78254 0.0006 -0.0178 0.0072 0.122
H 1.71429 -3.38094 -3.96758 0.0167 0.0058 0.0073 0.130
H 2.34276 -2.54444 -1.75167 0.0011 0.0137 -0.0614 0.104
H 5.02607 1.67020 -0.81988 0.0184 0.0132 0.0110 0.113
H 5.41639 4.09602 -1.05645 0.0047 -0.0165 0.0159 0.123
H 3.50848 5.66483 -1.07202 0.0216 -0.0080 0.0016 0.123
H 1.20647 4.81931 -0.86487 0.0442 0.0480 -0.0168 0.111
H -0.25515 3.97546 -2.95084 -0.0093 0.0000 -0.0472 0.105
H -2.06509 4.23566 -4.60422 -0.0017 -0.0152 -0.0061 0.120
H -4.03590 2.74757 -4.53676 0.0083 0.0187 -0.0003 0.121
H -4.22261 1.00845 -2.79548 -0.0206 0.0138 0.0008 0.122
H -1.39109 -0.47777 -3.31551 -0.0157 -0.0114 -0.0509 0.098
H -1.28515 -2.62702 -4.52874 0.0028 0.0066 -0.0003 0.110
H -1.98406 -4.71400 -3.42382 0.0048 -0.0008 0.0047 0.122
H -2.70097 -4.69142 -1.05924 -0.0135 -0.0011 -0.0021 0.127
H -2.83018 -2.55522 0.16991 -0.0305 -0.0588 -0.0107 0.109
H -3.85914 2.05916 0.87686 -0.0385 0.0199 0.0364 0.103
H -6.21737 2.24033 1.61809 0.0257 0.0035 -0.0008 0.116
H -7.82303 0.44922 1.04820 -0.0044 0.0228 -0.0226 0.118
H -7.09648 -1.48237 -0.30185 0.0082 -0.0056 0.0188 0.119
H -4.75890 -1.68506 -1.03482 -0.0302 -0.0111 0.0374 0.105
H -1.29394 4.52848 0.44661 -0.0364 0.0321 0.0453 0.113
H -2.14705 5.20828 2.65768 -0.0134 -0.0167 0.0160 0.121
H -2.02741 3.64390 4.56996 -0.0034 -0.0219 -0.0017 0.122
H -1.06508 1.39246 4.26938 -0.0065 0.0250 0.0177 0.124
H 2.43072 1.62350 1.91445 0.0702 0.0473 0.0643 0.090
H 4.29733 1.95938 3.50364 -0.0069 -0.0035 -0.0188 0.120
H 4.38652 0.63983 5.59061 -0.0045 -0.0058 0.0040 0.121
H 2.62059 -1.00583 6.09722 -0.0108 -0.0150 -0.0140 0.122
H 0.75917 -1.35637 4.52543 0.0081 -0.0250 -0.0015 0.109
H -2.78929 0.09291 2.58243 -0.0383 -0.0370 0.0021 0.091
H -4.34514 -1.70504 3.23645 0.0010 0.0175 -0.0333 0.118
H -3.52502 -4.02132 3.49011 0.0017 0.0048 0.0238 0.121
H -1.13910 -4.54911 3.10179 0.0109 0.0228 0.0044 0.125
H 0.42858 -2.76386 2.47069 -0.0488 -0.0448 0.0539 0.113
F 2.03428 -3.79814 0.44855 0.0488 -0.0190 0.0803 0.152
B 0.75467 -3.85141 -0.06310 -0.1452 0.4554 -0.2552 -1.219
F 0.26332 -2.39108 0.05087 0.1003 -0.6599 -0.0873 -0.112
F -0.12776 -4.59541 0.67537 0.0941 -0.0431 0.0071 0.173
F 0.72878 -4.14919 -1.41049 0.0006 -0.0531 0.1012 0.157
```
Forces are in eV/Å.

Highest occupied orbital energy (alpha / beta) ... -12.83 / -12.81 eV
Net charge ... +2
Orbital gap (alpha / beta) ... 4.9 / 4.9 eV

---

Entry 2:
DFT (the ωB97M-V functional and the def2-TZVPD basis) results for a molecular structure, C54H42ClCoP3Si in a non-equilibrium geometry.

Structure (XYZ):
```
102
Properties=species:S:1:pos:R:3:forces:R:3:mulliken_spin:R:1
Co 1.25031 -0.01365 0.42336 -0.0909 -0.2710 -1.1307 2.888
C 3.21314 0.82785 -2.79543 0.0079 -0.1260 0.0967 0.012
C 3.13350 -0.41129 -2.19582 0.1521 0.0764 0.0077 0.015
C 1.90999 -0.87092 -1.70179 -0.5054 0.1515 -0.4208 0.033
C 0.74728 -0.06451 -1.77352 0.0922 -0.2434 -0.3725 -0.086
C 0.86591 1.19206 -2.39667 0.1078 -0.0531 -0.0249 0.116
C 2.07046 1.62293 -2.90295 -0.0749 0.1403 -0.0176 0.011
P -0.86756 -0.97850 -1.55799 0.0160 -0.2372 -0.2583 0.030
C -1.33026 -0.87971 -3.33917 -0.0251 0.0209 0.1748 0.019
C -1.14600 -2.04713 -4.07442 -0.0397 0.0288 0.0731 -0.001
C -1.37886 -2.06688 -5.44326 0.0071 0.0165 -0.0584 0.000
C -1.80685 -0.91730 -6.08664 0.0177 -0.0699 -0.0110 0.000
C -1.99605 0.25151 -5.36053 -0.0186 0.1224 0.0392 0.002
C -1.75429 0.27649 -3.99696 -0.0013 -0.0512 -0.0873 0.000
C -2.17305 -0.03829 -0.65282 -0.0878 0.0292 0.0301 0.040
C -3.41364 0.05353 -1.29434 0.1176 0.0522 0.0105 0.001
C -4.55480 0.46764 -0.62521 0.0164 -0.0507 0.0335 0.001
C -4.49112 0.77158 0.72207 -0.1450 0.0501 0.0224 0.005
C -3.28047 0.65565 1.38188 0.1045 -0.0289 0.1061 0.015
C -2.11708 0.24267 0.73243 0.3627 0.0162 0.0385 0.142
Si -0.59353 0.09060 1.86850 -1.3893 0.0739 0.6444 -0.079
C -0.69053 -1.41602 3.01793 0.3326 0.1368 -0.3089 0.248
C -1.47102 -1.47053 4.17346 -0.1675 0.0706 -0.0231 -0.026
C -1.40226 -2.55504 5.03297 -0.0234 0.0159 0.0471 0.003
C -0.54445 -3.61072 4.75663 0.0361 -0.0280 -0.0664 -0.001
C 0.21105 -3.59871 3.59546 -0.0559 0.0511 0.0529 0.000
C 0.13258 -2.51344 2.72764 0.0570 0.0796 0.0637 -0.132
P 0.88826 -2.58767 1.07172 -0.1858 -0.3965 0.5234 0.123
C -0.33624 -3.66443 0.24939 0.0713 0.0315 -0.1929 0.013
C 0.05879 -4.43503 -0.84464 -0.0439 0.1094 -0.0198 -0.003
C -0.86652 -5.19867 -1.53578 0.0321 0.0023 -0.1022 -0.005
C -2.20301 -5.18102 -1.16171 -0.0274 0.0394 0.0176 0.014
C -2.60334 -4.40795 -0.08190 -0.0776 -0.0207 -0.0366 -0.006
C -1.67731 -3.65721 0.62542 0.1311 0.0111 0.0213 0.011
C 2.33910 -3.68940 1.23001 0.0870 0.1857 -0.0783 0.064
C 2.24109 -5.08256 1.19871 0.0157 0.0417 0.1102 0.003
C 3.38234 -5.86020 1.30810 -0.0271 -0.0941 0.0128 0.001
C 4.62759 -5.26587 1.45488 0.0297 0.0485 -0.0072 0.004
C 4.73070 -3.88449 1.50845 0.0268 -0.0539 -0.0001 -0.001
C 3.59333 -3.10029 1.38852 -0.0342 -0.0505 -0.0431 0.027
C -0.23766 1.65890 2.88673 0.1966 -0.0846 -0.3833 0.194
C -0.41597 1.75329 4.26614 -0.0289 -0.1147 -0.0212 0.003
C -0.00222 2.87959 4.96301 0.0043 0.0313 0.0520 -0.005
C 0.61863 3.92692 4.30033 -0.0319 0.0063 0.0285 0.011
C 0.81348 3.85809 2.92825 -0.0432 -0.0815 0.0274 -0.004
C 0.38570 2.73834 2.22820 -0.0421 -0.0625 0.0124 -0.128
P 0.55580 2.59926 0.42102 -0.1617 0.3626 0.4702 0.040
C -0.96385 3.45491 -0.14800 -0.0098 -0.0944 -0.2224 0.021
C -1.04379 3.90439 -1.46992 -0.0369 -0.0921 -0.0161 -0.001
C -2.19900 4.49646 -1.94965 0.0217 0.0516 -0.1181 -0.005
C -3.29199 4.67625 -1.11424 -0.0143 -0.0527 0.0396 0.012
C -3.20420 4.28177 0.20990 -0.0955 0.0160 0.0279 -0.007
C -2.05355 3.67324 0.69023 0.0894 -0.0143 -0.0046 0.002
C 1.83828 3.79023 -0.09079 0.0979 -0.1369 0.0624 0.061
C 3.12168 3.31882 -0.35744 -0.0138 0.0516 -0.0094 0.034
C 4.10966 4.18625 -0.79731 0.0154 0.0097 -0.0265 -0.003
C 3.82214 5.53192 -0.97005 0.0334 0.0173 -0.0033 0.002
C 2.55344 6.01399 -0.67998 -0.0482 0.0616 -0.0068 0.001
C 1.56261 5.15061 -0.24100 0.0268 -0.0865 0.0279 0.007
H 4.15409 1.17498 -3.20147 -0.0012 0.0087 0.0050 0.000
H 4.00469 -1.05059 -2.13666 -0.0073 0.0007 0.0009 0.001
H 1.82254 -1.91174 -1.41611 -0.0153 0.0147 0.1684 -0.018
H -0.02008 1.79405 -2.53015 0.0029 0.0135 0.0782 0.003
H 2.13571 2.58580 -3.39429 -0.0149 0.0048 0.0045 0.000
H -0.82313 -2.94482 -3.56359 0.0061 -0.0717 0.0153 0.002
H -1.22803 -2.98035 -6.00369 -0.0118 0.0010 0.0085 0.000
H -1.99716 -0.92969 -7.15174 0.0029 0.0031 0.0023 0.000
H -2.33534 1.15061 -5.85937 0.0018 -0.0117 -0.0084 0.000
H -1.91880 1.19621 -3.44801 -0.0217 -0.0046 0.0294 0.001
H -3.50116 -0.23204 -2.33147 -0.0303 0.0516 -0.0333 0.000
H -5.49405 0.52980 -1.15931 0.0037 0.0092 0.0013 0.000
H -5.37887 1.08337 1.25758 0.0168 0.0065 0.0055 0.000
H -3.23425 0.88059 2.44384 -0.0514 0.0543 -0.0033 -0.001
H -2.16185 -0.66465 4.39446 0.0116 -0.0369 0.0586 0.004
H -2.01267 -2.57659 5.92641 -0.0154 0.0119 -0.0111 0.000
H -0.48148 -4.45337 5.43237 0.0035 0.0123 0.0142 0.000
H 0.85370 -4.43633 3.35883 0.0096 -0.0153 0.0258 0.002
H 1.09748 -4.44197 -1.15458 -0.0221 -0.0351 -0.0264 -0.001
H -0.54528 -5.80572 -2.37321 0.0017 0.0088 0.0102 0.000
H -2.92858 -5.76826 -1.70891 0.0045 -0.0108 0.0106 0.001
H -3.64350 -4.39014 0.21709 0.0048 -0.0075 -0.0001 0.000
H -2.00546 -3.06189 1.46743 -0.0332 -0.0126 0.0014 0.005
H 1.27640 -5.56008 1.09294 0.0321 -0.0198 -0.0072 0.002
H 3.29898 -6.93897 1.27927 -0.0115 0.0055 -0.0019 0.000
H 5.51632 -5.87933 1.52286 -0.0094 -0.0075 0.0339 0.000
H 5.69715 -3.41567 1.63889 -0.0061 0.0118 -0.0194 0.000
H 3.67968 -2.02504 1.41870 0.0305 0.0430 0.0058 0.009
H -0.85540 0.93010 4.81408 0.0335 0.0684 0.0160 0.004
H -0.14804 2.92902 6.03424 0.0017 0.0007 0.0005 0.000
H 0.95520 4.79331 4.85429 0.0170 0.0017 -0.0135 0.001
H 1.31380 4.66453 2.40807 -0.0093 0.0254 0.0161 0.002
H -0.18416 3.83143 -2.12510 -0.0029 -0.0255 0.0086 -0.001
H -2.24188 4.83542 -2.97721 0.0168 -0.0044 0.0079 0.000
H -4.19915 5.12810 -1.49300 0.0156 0.0392 0.0192 0.001
H -4.03539 4.45011 0.88289 -0.0014 -0.0191 -0.0098 0.000
H -2.00315 3.39485 1.73250 -0.0088 -0.0875 0.0502 0.002
H 3.34719 2.27062 -0.21949 0.0276 0.0094 -0.0309 0.018
H 5.10039 3.80916 -1.01693 -0.0010 0.0034 0.0300 0.000
H 4.58565 6.20872 -1.33075 0.0096 -0.0026 0.0181 0.000
H 2.32987 7.06545 -0.80504 0.0111 -0.0002 0.0139 0.000
H 0.57151 5.52675 -0.02264 0.0238 0.0512 -0.0333 0.002
Cl 2.97014 0.35589 1.52461 1.2262 0.2973 0.7358 0.225
```
Forces are in eV/Å.

Highest occupied orbital energy (alpha / beta) ... -9.50 / -10.56 eV
ΔE to the lowest compared entry with this formula, charge and spin ... 24.0 kcal per mole
Net charge ... +1
Spin multiplicity ... 5
Orbital gap (alpha / beta) ... 7.1 / 6.5 eV

---

Q: What is the net charge in the second record?
A: +1